Entry 1:
Computed, not measured: 16 unconnected molecules or ions with the total composition C42H71Br31I2N2S at a distorted geometry, with wB97M-V/def2-TZVPD.

```
149
Properties=species:S:1:pos:R:3:mulliken_charge:R:1
C 0.162 -1.650 5.948 -0.868
C 0.141 -1.363 4.329 0.311
C -1.249 -0.556 4.001 -0.645
C -1.051 0.927 3.332 0.586
C -2.287 1.472 2.349 0.112
C -3.661 0.562 2.062 -0.818
I -3.819 -0.872 0.417 0.209
C -4.778 0.782 3.045 0.206
C -6.213 -0.011 3.022 -0.882
I -4.499 2.255 4.692 0.035
C -2.250 2.975 1.625 -0.112
Br -3.844 3.532 0.492 -0.140
C -0.944 3.990 1.818 -0.307
C 0.286 3.439 2.808 0.402
N 1.556 4.242 3.113 -0.228
S 2.436 3.143 4.204 0.083
N 1.423 1.695 4.432 -0.271
C 0.213 1.946 3.559 0.244
H 1.180 -1.417 6.477 0.049
H -0.688 -1.068 6.547 0.328
H -0.093 -2.804 6.116 0.203
H 1.114 -0.873 3.902 0.210
H 0.062 -2.435 3.810 0.051
H -1.828 -1.213 3.190 0.126
H -1.987 -0.451 4.909 0.265
H -6.337 -0.533 4.088 0.289
H -6.295 -0.872 2.233 0.244
H -7.113 0.771 2.961 0.282
H -0.942 5.042 1.303 -0.027
Br -3.316 -3.052 -2.828 -0.171
C -4.557 -4.478 -2.345 -0.499
C -5.890 -4.300 -3.034 -0.503
Br -6.948 -2.905 -2.173 -0.132
H -4.629 -4.482 -1.254 0.389
H -4.072 -5.401 -2.676 0.313
H -6.493 -5.207 -2.947 0.263
H -5.800 -4.027 -4.089 0.323
Br 3.918 -3.064 8.032 -0.113
C 4.284 -1.828 9.497 -0.240
C 3.287 -0.693 9.517 -0.648
Br 3.684 0.621 8.131 -0.114
H 5.319 -1.494 9.381 0.019
H 4.200 -2.431 10.405 0.339
H 3.350 -0.140 10.458 0.383
H 2.255 -1.019 9.361 0.365
Br 8.895 -2.266 10.243 -0.169
C 9.546 -0.990 8.919 -0.524
C 8.407 -0.219 8.296 0.214
Br 7.456 -1.301 6.981 -0.097
H 10.135 -1.557 8.192 0.384
H 10.209 -0.319 9.473 0.340
H 8.784 0.642 7.736 -0.530
H 7.665 0.123 9.023 0.388
Br -8.034 -4.591 -6.096 -0.146
C -8.105 -6.382 -6.867 -0.295
C -7.937 -7.442 -5.804 -0.239
Br -6.071 -7.605 -5.259 -0.136
H -7.340 -6.423 -7.647 0.131
H -9.094 -6.453 -7.330 0.334
H -8.205 -8.427 -6.196 -0.076
H -8.517 -7.245 -4.899 0.428
Br 0.639 7.408 1.143 -0.110
C 2.189 7.499 2.325 -0.602
C 2.685 8.918 2.468 -0.576
Br 3.687 9.479 0.891 -0.100
H 2.940 6.815 1.920 0.377
H 1.836 7.115 3.286 0.329
H 3.393 8.998 3.297 0.375
H 1.882 9.646 2.611 0.359
Br 4.344 -0.918 2.563 -0.176
C 4.576 -0.107 0.803 -0.126
C 4.080 1.320 0.789 -0.428
Br 2.132 1.391 0.714 -0.096
H 4.062 -0.752 0.085 0.398
H 5.652 -0.144 0.613 -0.181
H 4.418 1.837 -0.113 0.268
H 4.386 1.894 1.668 0.351
Br 5.356 14.027 -1.139 -0.167
C 4.758 13.136 -2.769 -0.588
C 4.047 11.841 -2.455 -0.384
Br 5.315 10.433 -1.992 -0.191
H 5.639 13.006 -3.403 0.456
H 4.075 13.846 -3.246 0.352
H 3.518 11.468 -3.337 0.224
H 3.343 11.923 -1.622 0.221
Br 1.748 -4.979 1.370 -0.127
C 2.478 -4.195 3.000 0.183
C 2.609 -5.229 4.094 -0.490
Br 0.879 -5.628 4.901 -0.158
H 1.828 -3.358 3.270 -0.251
H 3.460 -3.808 2.714 0.225
H 3.224 -4.847 4.914 0.239
H 3.025 -6.178 3.745 0.426
Br 10.607 3.001 8.339 -0.143
C 10.874 2.960 6.406 -0.619
C 9.748 3.662 5.684 -0.567
Br 8.146 2.549 5.621 -0.104
H 10.984 1.910 6.122 0.358
H 11.822 3.479 6.239 0.370
H 10.011 3.839 4.638 0.341
H 9.459 4.610 6.147 0.364
Br -2.037 -9.647 -9.026 -0.149
C -3.333 -8.275 -9.519 -0.633
C -4.458 -8.199 -8.513 -0.498
Br -5.720 -9.667 -8.751 -0.085
H -3.673 -8.506 -10.533 0.381
H -2.766 -7.341 -9.535 0.400
H -5.048 -7.290 -8.662 0.236
H -4.115 -8.238 -7.476 0.346
Br 1.304 9.298 -3.324 -0.094
C 0.063 7.872 -2.841 -0.280
C -1.270 8.050 -3.530 -0.587
Br -2.328 9.445 -2.669 -0.137
H -0.009 7.868 -1.750 0.043
H 0.547 6.949 -3.172 0.353
H -1.874 7.143 -3.443 0.354
H -1.181 8.323 -4.585 0.372
Br -9.369 -10.443 -8.080 -0.071
C -8.928 -10.489 -9.979 -0.669
C -10.154 -10.756 -10.820 -0.616
Br -10.660 -12.639 -10.754 -0.159
H -8.143 -11.240 -10.106 0.396
H -8.516 -9.500 -10.200 0.369
H -9.950 -10.554 -11.875 0.382
H -11.029 -10.180 -10.506 0.379
Br 8.372 0.232 0.087 -0.134
C 8.638 0.191 -1.845 -0.554
C 7.512 0.893 -2.568 -0.576
Br 5.911 -0.220 -2.630 -0.129
H 8.749 -0.859 -2.130 0.368
H 9.586 0.710 -2.012 0.328
H 7.776 1.070 -3.614 0.351
H 7.224 1.841 -2.105 0.350
Br 1.202 13.541 -1.949 -0.124
C 1.568 14.777 -0.485 -0.477
C 0.571 15.912 -0.464 -0.578
Br 0.968 17.226 -1.851 -0.146
H 2.603 15.111 -0.600 0.252
H 1.485 14.174 0.424 0.366
H 0.634 16.465 0.477 0.366
H -0.461 15.586 -0.621 0.360
Br -9.892 -13.704 -5.666 -0.134
C -11.425 -14.670 -6.391 -0.578
C -12.282 -13.770 -7.250 -0.239
Br -13.377 -12.583 -6.156 -0.133
H -11.962 -15.099 -5.540 0.381
H -10.994 -15.478 -6.988 0.339
H -12.996 -14.359 -7.832 0.350
H -11.702 -13.136 -7.927 0.010
```

Calculated values
**Relative energy (zero: lowest compared OMol25 entry of this formula, charge and spin)**: 300.1 kcal/mol
**DFT total energy**: -82540.0349 Eh

---

Entry 2:
Computed, not measured: 3 unconnected molecules or ions with the total composition C42H72BF14N5O5PS3 at a distorted geometry, with wB97M-V/def2-TZVPD.

```
143
Properties=species:S:1:pos:R:3:mulliken_charge:R:1
C -4.719 4.041 0.251 -0.761
C -3.624 4.913 -0.408 -0.295
C -3.091 4.322 -1.736 -0.789
C -2.637 2.867 -1.605 0.925
C -2.439 2.142 -2.950 -0.850
C -1.840 0.722 -2.823 -0.318
C -2.532 -0.159 -1.732 -1.492
C -1.677 -0.100 -0.456 0.725
C -2.270 -0.847 0.769 -1.318
C -2.107 -0.055 2.106 -0.685
C -0.670 0.411 2.315 -0.580
N 0.202 -0.781 2.069 0.661
C 1.540 -0.681 2.687 -1.000
P 2.611 -2.038 1.978 0.529
S 1.705 -3.134 0.650 -0.366
C 2.031 0.784 2.481 0.116
C 3.560 0.968 2.659 -1.975
C 4.268 1.579 1.442 -1.188
C 4.301 0.703 0.186 0.904
F 3.129 0.100 -0.108 -0.219
F 5.315 -0.179 0.296 -0.294
C 4.701 1.607 -1.040 0.254
F 5.204 0.771 -1.967 -0.309
F 5.687 2.425 -0.683 -0.306
C 3.478 2.312 -1.709 0.493
F 2.913 1.412 -2.516 -0.347
F 2.521 2.644 -0.820 -0.179
C 3.845 3.617 -2.465 0.643
F 4.976 3.510 -3.140 -0.291
F 4.097 4.526 -1.496 -0.303
C 2.719 4.234 -3.339 0.435
F 3.204 5.415 -3.760 -0.315
F 1.612 4.506 -2.663 -0.164
C 2.324 3.430 -4.634 0.678
F 1.969 4.275 -5.568 -0.255
F 1.221 2.722 -4.341 -0.182
F 3.228 2.572 -5.033 -0.233
C 1.173 1.705 3.423 -1.589
S 1.346 3.441 2.993 1.374
O 2.726 3.734 2.829 -0.753
O 0.641 3.756 1.805 -0.444
F 0.914 4.324 4.221 -0.273
C -0.337 1.193 3.599 1.130
N -0.312 0.420 4.877 -0.742
C -1.333 -0.024 5.306 0.562
S -2.744 -0.478 5.783 -0.319
B -1.407 2.410 3.786 0.552
N -1.626 3.100 5.046 -0.513
O -2.100 2.898 2.720 -0.600
H -5.427 3.718 -0.522 0.309
H -5.233 4.548 1.073 0.399
H -4.249 3.145 0.677 -0.156
H -2.807 5.036 0.317 0.099
H -4.058 5.899 -0.609 0.420
H -2.213 4.936 -1.983 0.238
H -3.826 4.461 -2.538 0.424
H -1.663 2.884 -1.083 -0.327
H -3.291 2.251 -0.977 -0.011
H -3.374 2.157 -3.524 0.164
H -1.697 2.731 -3.512 0.218
H -0.775 0.820 -2.570 -0.075
H -1.919 0.226 -3.796 0.522
H -2.555 -1.180 -2.128 0.429
H -3.547 0.207 -1.544 0.618
H -0.720 -0.602 -0.703 0.291
H -1.422 0.948 -0.259 -0.341
H -3.333 -1.057 0.610 0.656
H -1.785 -1.833 0.833 0.337
H -2.854 0.740 2.077 0.262
H -2.438 -0.757 2.886 0.398
H -0.460 1.099 1.486 0.098
H -0.248 -1.666 2.325 0.581
H 0.360 -0.811 1.048 -0.048
H 1.532 -0.833 3.774 0.653
H 2.976 -2.889 3.054 0.104
H 3.829 -1.582 1.438 -0.091
H 1.788 1.129 1.463 0.102
H 4.108 0.072 2.976 1.058
H 3.700 1.684 3.477 0.564
H 5.315 1.727 1.727 0.570
H 3.903 2.567 1.151 0.743
H 1.658 1.591 4.404 1.298
H -2.544 2.871 5.417 0.236
H -0.890 2.870 5.708 0.253
H -2.298 3.836 2.852 0.265
C -8.083 1.137 -6.673 -1.650
C -6.989 0.692 -5.672 1.793
C -6.709 -0.816 -5.750 -1.272
C -7.750 -1.695 -5.066 -0.522
C -7.980 -1.225 -3.631 -1.159
C -8.345 0.260 -3.557 1.872
N -7.373 1.126 -4.296 0.139
O -6.289 1.204 -3.586 -0.334
C -9.785 0.418 -4.097 -2.000
C -8.462 0.690 -2.092 -1.820
C -5.732 1.393 -6.202 -1.771
H -9.092 1.143 -6.279 0.337
H -7.911 2.164 -6.999 0.437
H -8.087 0.501 -7.560 0.320
H -5.742 -1.024 -5.279 0.291
H -6.602 -1.119 -6.794 0.431
H -8.682 -1.693 -5.638 0.284
H -7.405 -2.731 -5.058 0.405
H -8.770 -1.825 -3.175 0.384
H -7.074 -1.419 -3.046 0.271
H -10.056 1.470 -4.199 0.398
H -10.497 -0.037 -3.408 0.452
H -9.949 -0.086 -5.047 0.426
H -7.546 0.511 -1.529 0.252
H -9.253 0.128 -1.596 0.438
H -8.711 1.751 -2.018 0.457
H -5.818 2.478 -6.130 0.516
H -5.595 1.140 -7.255 0.392
H -4.827 1.085 -5.678 0.204
C 7.678 -5.404 1.447 -1.657
C 7.102 -4.398 2.472 1.961
C 8.207 -3.665 3.247 -1.335
C 8.860 -4.484 4.354 -0.602
C 7.794 -5.066 5.281 -1.151
C 6.738 -5.873 4.520 1.701
N 6.149 -5.105 3.377 0.453
O 5.330 -4.218 3.865 -0.575
C 7.397 -7.190 4.051 -1.935
C 5.648 -6.342 5.489 -1.917
C 6.423 -3.354 1.588 -2.014
H 7.802 -6.415 1.815 0.330
H 7.009 -5.506 0.589 0.428
H 8.649 -5.075 1.075 0.347
H 7.782 -2.766 3.709 0.352
H 8.971 -3.309 2.552 0.468
H 9.485 -5.271 3.924 0.295
H 9.533 -3.846 4.931 0.402
H 8.273 -5.698 6.032 0.387
H 7.317 -4.248 5.832 0.355
H 6.738 -7.748 3.385 0.397
H 7.611 -7.828 4.908 0.450
H 8.357 -7.043 3.561 0.430
H 5.168 -5.515 6.012 0.363
H 6.076 -6.993 6.250 0.438
H 4.879 -6.910 4.961 0.443
H 5.579 -3.785 1.044 0.579
H 7.130 -2.971 0.851 0.424
H 6.065 -2.496 2.162 0.221
```

Calculated values
**Net charge**: +1
**DFT total energy**: -5252.1268 Eh
**2S+1**: 3

---

> What is the formula in the second record?

C42H72BF14N5O5PS3

---

> What is the formula in the second record?

C42H72BF14N5O5PS3